Record 1
{"formula": "C5H7P", "method": "ωB97M-V/def2-TZVPD", "symbols": ["C", "C", "C", "C", "C", "P", "H", "H", "H", "H", "H", "H", "H"], "positions_angstrom": [[0.57774, -0.88113, 1.42843], [0.71737, 1.05213, -0.41931], [-1.54956, -0.23794, -0.05941], [1.01024, -0.39285, -0.10191], [-0.26606, 0.02246, -0.80258], [-1.02032, -0.78174, 1.60527], [1.50233, -0.92698, 2.04627], [0.52839, 1.74918, 0.33247], [1.22640, 1.58553, -1.26334], [-2.10653, 0.76119, -0.10562], [-2.26112, -1.03966, -0.38518], [1.95430, -0.91528, -0.45420], [-0.31319, 0.00508, -1.82088]], "gap_ev": 9.7, "de_lowest_kcal_mol": 30.1, "smiles": "C1=PC[C@H]2C[C@@H]12", "fmax_ha_per_bohr": 0.10475, "charge": 0}

---

Record 2
{"formula": "C5H7PS", "method": "ωB97M-V/def2-TZVPD", "symbols": ["C", "C", "C", "C", "C", "P", "S", "H", "H", "H", "H", "H", "H", "H"], "positions_angstrom": [[-1.33464, -1.42164, 0.55434], [-1.11004, -0.99673, -0.86127], [-0.53234, -0.95884, 1.56283], [0.11387, -0.52094, -1.18092], [0.81149, 1.89960, 0.05434], [1.09454, 0.07589, 0.16333], [2.99327, -0.33686, -0.00309], [-2.23828, -2.11779, 0.76339], [-1.92728, -1.00805, -1.59646], [-0.42874, -1.17543, 2.66644], [0.41399, -0.17061, -2.13443], [1.72101, 2.36182, 0.34718], [0.55423, 2.06006, -0.95557], [-0.13107, 2.30952, 0.61987]], "gap_ev": 8.3, "de_lowest_kcal_mol": 47.5, "fmax_ha_per_bohr": 0.06434, "charge": 0}

---

Record 3
{"formula": "C5H8", "method": "ωB97M-V/def2-TZVPD", "symbols": ["C", "C", "C", "C", "C", "H", "H", "H", "H", "H", "H", "H", "H"], "positions_angstrom": [[-0.09938, -1.13319, 0.88916], [-1.11085, -0.18783, 0.18883], [0.18418, 1.41718, -1.42636], [0.06618, 0.53893, -0.44013], [1.06443, -0.21721, 0.42259], [-0.06327, -2.12693, 0.43440], [-0.22135, -1.24805, 1.96946], [-1.82146, -0.65110, -0.50383], [-1.66959, 0.44148, 0.89093], [-0.68616, 1.79686, -1.95801], [1.15752, 1.78081, -1.74735], [1.88745, -0.70717, -0.10883], [1.48748, 0.39501, 1.22793]], "gap_ev": 10.5, "de_lowest_kcal_mol": 20.8, "smiles": "C=C1CCC1", "fmax_ha_per_bohr": 0.00545, "charge": 0}